This record from the OMol25 dataset describes a 2-piece molecular cluster, C2H2BrFO overall at a distorted geometry. The level of theory is ωB97M-V/def2-TZVPD.

XYZ file:
```
7
C2H2BrFO (ωB97M-V/def2-TZVPD)
C 0.9632 -0.4866 -0.4880
C 1.6007 -0.3515 0.6360
O 0.3661 -0.4328 -1.4848
F 2.9896 -0.2182 0.5338
Br -3.7351 0.6963 0.2739
H -3.3744 1.2497 -1.0089
H 1.1898 -0.4568 1.5379
```

Properties
**Charge**: 0
**Energy relative to the best compared isomer or geometry (same formula, charge and spin)**: 24.59 kcal per mole
**SMILES**: O=C=CF.Br

This record from the OMol25 dataset describes C23H36GeN3O4RuSSe as an isolated structure. The level of theory is ωB97M-V/def2-TZVPD.

XYZ file:
```
70
C23H36GeN3O4RuSSe (ωB97M-V/def2-TZVPD)
Ru -0.2134 0.8427 -0.0153
N -2.2692 3.9137 1.8934
C -1.7216 3.0369 1.0568
O -0.9662 2.1433 1.4904
C -2.0120 3.0907 -0.4104
C -0.8019 2.4948 -1.1230
H -2.0603 3.8595 2.8772
H -2.8374 4.6698 1.5553
H -2.2682 4.1047 -0.7287
H -2.9079 2.4786 -0.5646
H 0.0127 3.2222 -1.0688
H -1.0113 2.2987 -2.1743
C -1.2965 -0.4400 1.2781
C -0.0061 -0.9116 1.7281
C 0.7866 -1.6047 0.8010
C 2.0707 -2.0246 1.1518
C 2.5395 -1.8007 2.4281
C 1.7561 -1.1123 3.3616
C 0.5219 -0.6316 3.0049
H -1.9060 0.0983 1.9941
H -1.8355 -1.1978 0.7302
H 0.3706 -1.9075 -0.1489
H 2.6733 -2.5653 0.4340
H 3.5190 -2.1592 2.7163
H 2.1406 -0.9387 4.3575
H -0.0824 -0.0794 3.7140
O 4.5222 1.7512 6.6645
C 4.8961 1.1458 5.5185
O 5.8512 0.4238 5.5091
C 4.0668 1.3994 4.2923
C 2.8496 2.0771 4.2912
C 2.1388 2.2443 3.1154
C 2.6273 1.7302 1.9158
S 1.7815 2.0608 0.4012
C 3.8497 1.0653 1.9150
C 4.5601 0.9012 3.0914
H 3.7844 2.3528 6.5164
H 2.4205 2.4857 5.1998
H 1.1981 2.7787 3.1151
H 4.2399 0.6695 0.9863
H 5.5089 0.3817 3.1026
N 2.5390 1.0117 -2.5065
C 1.3722 0.4032 -2.7323
N 1.0021 0.1670 -4.0067
O 0.6313 -0.0148 -1.8033
H 3.0416 1.4547 -3.2566
H 2.6923 1.3363 -1.5483
H 1.6067 0.3622 -4.7840
H 0.1488 -0.3371 -4.1751
C -1.3576 -2.2390 -4.9385
Ge -2.5660 -2.7311 -3.4814
C -2.6112 -4.6612 -3.2256
C -4.3416 -2.0231 -3.8717
C -1.8045 -1.9611 -1.8157
Se -2.1549 -0.0695 -1.5592
C -3.8818 -0.2888 -0.6985
H -1.5967 -2.8281 -5.8242
H -0.3160 -2.4398 -4.6815
H -1.4741 -1.1870 -5.2084
H -2.9508 -5.1552 -4.1357
H -3.2967 -4.9234 -2.4194
H -1.6226 -5.0470 -2.9767
H -4.6450 -2.3694 -4.8602
H -4.3393 -0.9327 -3.8911
H -5.0850 -2.3696 -3.1540
H -0.7204 -2.0433 -1.8664
H -2.1496 -2.5024 -0.9319
H -4.6202 -0.5517 -1.4486
H -4.1543 0.6568 -0.2345
H -3.8362 -1.0645 0.0625
```

Properties
**Charge**: +1
**Energy relative to the best compared isomer or geometry (same formula, charge and spin)**: 0.00 kcal per mole

This record from the OMol25 dataset describes a 11-piece molecular cluster, C6H26O11 overall at a distorted geometry. The level of theory is ωB97M-V/def2-TZVPD.

XYZ file:
```
43
C6H26O11 (ωB97M-V/def2-TZVPD)
C -0.9550 -3.0702 -0.3155
C -0.2531 -3.2347 0.9324
C 0.8170 -2.3662 1.1183
C 1.0833 -1.2771 0.3291
O 2.1175 -0.4629 0.5549
C 0.3558 -1.1339 -0.8489
C -0.7228 -2.0107 -1.1359
H -1.8326 -3.7584 -0.4296
H -0.6306 -4.0500 1.5695
H 1.2777 -2.5050 2.0301
H 2.3049 0.2912 -0.1107
H 0.4589 -0.2454 -1.6593
H -1.0477 -1.8957 -2.2164
H 1.1527 2.3487 0.1952
H -0.4097 2.6737 -0.3616
O 0.4262 3.0484 -0.1603
H 3.2964 -0.2486 -2.9315
H 3.6400 -1.2446 -1.9232
O 2.9017 -1.0434 -2.6042
H -0.7032 0.3287 3.5132
H -0.2365 0.6625 2.0459
O -1.0697 0.5465 2.6241
H 2.9986 2.0926 1.6978
H 3.6448 2.2884 0.3526
O 3.0758 1.7485 0.8097
H -1.9020 -1.3409 2.8411
H -2.9789 -1.0162 2.0669
O -2.6379 -1.8234 2.3980
H -1.3020 0.8780 -2.9208
H -1.3676 2.3204 -2.6283
O -0.7321 1.5873 -2.7184
H -4.1391 -0.0737 -1.2241
H -3.4624 -1.1224 -0.3275
O -3.3459 -0.7149 -1.2073
H -3.9296 2.2963 0.2572
H -2.9337 2.7820 -0.5880
O -3.5079 2.1042 -0.5977
H 1.8766 -0.7767 3.4408
H 2.1904 0.0898 2.4489
O 1.7703 0.1081 3.1987
H 1.5973 2.2797 -3.2408
H 1.1985 2.7007 -1.8848
O 1.9158 2.2393 -2.3895
```

Properties
**Charge**: +1
**2S+1**: 2
**DFT total energy**: -1071.46465 Eh

This record from the OMol25 dataset describes C46H39MnN8O2S4 as an isolated structure. The level of theory is ωB97M-V/def2-TZVPD.

XYZ file:
```
100
C46H39MnN8O2S4 (ωB97M-V/def2-TZVPD)
Mn 2.1548 -0.4202 -0.1282
N 0.7795 -1.6196 -0.4779
S -0.6996 -1.6653 -0.6262
N -1.3693 -0.9336 -1.9022
S -1.5607 0.6052 -2.0179
N -1.0208 1.5110 -0.8751
S 0.5077 2.0300 -0.8189
N 1.6227 1.0610 -1.1054
C 0.6468 3.3533 -1.9871
C 1.6383 3.3037 -2.9515
C 1.7313 4.3565 -3.8517
C 0.8480 5.4231 -3.7720
C -0.1383 5.4550 -2.7900
C -0.2437 4.4157 -1.8836
C 0.5161 2.8030 0.7569
C -0.5970 2.8439 1.5832
C -0.4770 3.4833 2.8067
C 0.7275 4.0625 3.1790
C 1.8324 4.0071 2.3379
C 1.7338 3.3736 1.1139
C -3.2866 0.9464 -2.0422
C -3.8161 1.9721 -1.2750
C -5.1850 2.1935 -1.3311
C -5.9857 1.4044 -2.1444
C -5.4321 0.3833 -2.9115
C -4.0708 0.1440 -2.8656
C -0.9367 1.0272 -3.6057
C 0.1026 0.2741 -4.1318
C 0.6431 0.6665 -5.3462
C 0.1466 1.7861 -6.0001
C -0.8931 2.5303 -5.4516
C -1.4476 2.1553 -4.2415
C -1.2190 -3.3267 -0.8963
C -0.4867 -4.3088 -0.2407
C -0.8869 -5.6279 -0.3711
C -1.9982 -5.9455 -1.1421
C -2.7151 -4.9497 -1.7908
C -2.3304 -3.6237 -1.6715
C -1.6142 -1.1040 0.7928
C -3.0060 -1.0914 0.7546
C -3.6895 -0.6498 1.8734
C -2.9889 -0.2320 3.0035
C -1.6031 -0.2504 3.0214
C -0.9064 -0.6940 1.9059
H 2.3198 2.4654 -2.9879
H 2.5035 4.3437 -4.6087
H 0.9333 6.2448 -4.4702
H -0.8123 6.2980 -2.7231
H -0.9902 4.4404 -1.0992
H -1.5227 2.3698 1.2937
H -1.3274 3.5212 3.4738
H 0.8102 4.5556 4.1379
H 2.7725 4.4459 2.6410
H 2.5913 3.3103 0.4546
H -3.1771 2.5730 -0.6445
H -5.6229 2.9843 -0.7380
H -7.0511 1.5857 -2.1856
H -6.0629 -0.2229 -3.5467
H -3.6261 -0.6438 -3.4608
H 0.4661 -0.6007 -3.6087
H 1.4448 0.0900 -5.7863
H 0.5673 2.0790 -6.9527
H -1.2775 3.3963 -5.9723
H -2.2627 2.7204 -3.8088
H 0.3822 -4.0444 0.3455
H -0.3284 -6.4093 0.1249
H -2.3045 -6.9778 -1.2426
H -3.5729 -5.2051 -2.3974
H -2.8713 -2.8419 -2.1846
H -3.5449 -1.4237 -0.1229
H -4.7710 -0.6394 1.8716
H -3.5360 0.1024 3.8750
H -1.0437 0.0791 3.8864
H 0.1741 -0.7009 1.9273
N 1.4848 -4.7106 6.2676
C 1.8372 -3.6093 5.5293
C 1.6610 -3.5904 4.1396
C 1.9739 -2.4616 3.4079
C 2.4736 -1.3320 4.0424
C 2.6635 -1.3421 5.4204
C 2.3441 -2.4626 6.1556
S 2.7918 0.1713 3.1893
O 1.5415 0.8858 3.0522
O 3.8951 0.8393 3.8015
N 3.1391 -0.2699 1.6515
C 4.1698 -1.1094 1.3132
N 4.9992 -1.7100 2.1479
C 5.8529 -2.5700 1.6047
C 5.8726 -2.8839 0.2538
C 4.9607 -2.2329 -0.5460
N 4.1304 -1.3160 -0.0392
H 1.3833 -5.5896 5.7906
H 1.8421 -4.7825 7.2049
H 1.2807 -4.4726 3.6384
H 1.8327 -2.4763 2.3322
H 3.0789 -0.4719 5.9112
H 2.4967 -2.4626 7.2274
H 6.5459 -3.0445 2.2899
H 6.5674 -3.6047 -0.1476
H 4.8952 -2.4147 -1.6114
```

Properties
**Charge**: +2
**2S+1**: 5
**Energy relative to the best compared isomer or geometry (same formula, charge and spin)**: 9.60 kcal per mole

This record from the OMol25 dataset describes a 4-piece molecular cluster, C2H14NO3 overall at a distorted geometry. The level of theory is ωB97M-V/def2-TZVPD.

XYZ file:
```
20
C2H14NO3 (ωB97M-V/def2-TZVPD)
C 0.8196 -0.0197 1.3346
N -0.4081 -0.4765 0.6481
C -0.1647 -1.8425 -0.0010
H 1.7050 0.1455 0.7504
H 0.5782 0.8634 1.9741
H 1.1761 -0.7565 2.0849
H -0.6291 0.1460 -0.1823
H -0.9993 -0.5792 1.4877
H 0.5864 -1.6704 -0.7085
H -1.1607 -2.1411 -0.4555
H 0.3072 -2.3840 0.7513
H 2.6561 0.4243 -1.7920
H 2.3910 -0.9279 -2.7569
O 2.0531 -0.2622 -2.1352
H 0.7215 0.6958 -1.9634
H -0.2498 1.9630 -1.6213
O -0.0428 1.0022 -1.4546
H -1.8695 1.4794 1.1421
H -2.9469 1.9437 2.0123
O -2.4276 1.1733 1.9322
```

Properties
**Charge**: +1
**Energy relative to the best compared isomer or geometry (same formula, charge and spin)**: 36.95 kcal per mole

This record from the OMol25 dataset describes one molecule with the formula C5H8O2 at a distorted geometry. The level of theory is ωB97M-V/def2-TZVPD.

XYZ file:
```
15
C5H8O2 (ωB97M-V/def2-TZVPD)
C 2.3142 0.3845 0.8059
C 1.1080 0.1863 0.4311
C -1.0723 1.0275 -0.5783
C -1.0468 -1.2220 0.6975
C -0.1503 -0.0764 0.0873
O 3.6360 0.2946 0.3216
O 3.8071 -0.4971 -0.8451
H 2.4039 0.6608 1.8202
H -1.9885 0.9584 -0.0549
H -1.1490 0.9963 -1.6684
H -0.4172 1.8680 -0.4844
H -1.6977 -1.6208 -0.1062
H -1.6758 -0.9419 1.6191
H -0.2090 -1.8283 1.1862
H 4.7753 -0.4532 -0.8437
```

Properties
**Charge**: 0
**Energy relative to the best compared isomer or geometry (same formula, charge and spin)**: 142.73 kcal per mole
**SMILES**: CC(C)=C=COO

This record from the OMol25 dataset describes a 7-piece molecular cluster, C11H29N6O18PS overall at a distorted geometry. The level of theory is ωB97M-V/def2-TZVPD.

XYZ file:
```
66
C11H29N6O18PS (ωB97M-V/def2-TZVPD)
C -1.2882 0.1788 -1.7548
C -0.1722 -1.0241 -1.4476
O -0.2858 -2.1413 -2.4432
C 1.3614 -0.4441 -1.4542
C 2.1398 -0.5461 -0.0145
O 2.3461 0.7354 0.7384
S 4.0291 0.8666 1.0504
O 4.4252 2.1118 0.1669
O 4.5239 1.0704 2.5042
O 4.6553 -0.5827 0.3960
C 3.5168 -1.4938 0.0402
P 3.4765 -2.7438 1.5340
O 2.0179 -3.3551 1.7652
H -0.7563 1.2351 -1.6480
H -1.7768 0.0827 -2.8178
H -2.1524 0.1634 -0.9567
H -0.5104 -1.4940 -0.4093
H 0.0478 -2.9369 -1.9204
H 1.9552 -1.0513 -2.2829
H 1.3609 0.6762 -1.8193
H 1.3424 -1.0743 0.6916
H 3.7349 -2.1096 -0.9587
H 4.3293 -3.8984 1.2242
H 3.9907 -2.1373 2.7661
C 5.4178 -0.0098 -4.3490
N 4.3469 -0.7916 -3.6742
O 4.0382 -1.8788 -4.1759
O 3.8464 -0.2919 -2.6599
H 5.7650 -0.5664 -5.2220
H 4.9877 0.9482 -4.6484
H 6.2290 0.1261 -3.6307
C -5.3833 -1.5916 -2.4474
N -5.2817 -0.1629 -2.8501
O -6.3141 0.3870 -3.2509
O -4.1683 0.3662 -2.7525
H -6.4142 -1.9248 -2.5844
H -4.7054 -2.1628 -3.0849
H -5.0926 -1.6593 -1.3971
C 1.1616 4.3943 -2.2215
N 0.3596 3.3297 -2.8824
O -0.8617 3.3390 -2.6896
O 0.9788 2.5146 -3.5763
H 0.4909 5.0367 -1.6469
H 1.8826 3.9039 -1.5644
H 1.6630 4.9643 -3.0063
C -5.0497 3.5113 -2.3428
N -5.6659 4.3993 -1.3203
O -6.6537 3.9661 -0.7158
O -5.1404 5.5061 -1.1534
H -5.6116 2.5758 -2.3830
H -5.0968 4.0309 -3.3020
H -4.0167 3.3280 -2.0405
C 0.9741 -2.9751 4.8723
N 1.0421 -3.5347 6.2492
O 1.6964 -4.5719 6.4071
O 0.4366 -2.9167 7.1328
H 1.5488 -3.6171 4.2013
H -0.0770 -2.9518 4.5775
H 1.4003 -1.9704 4.9035
C -2.1490 -0.5763 7.2521
N -2.1527 -0.2833 5.7934
O -3.1605 0.2614 5.3280
O -1.1437 -0.6084 5.1568
H -3.0941 -0.2386 7.6827
H -2.0348 -1.6557 7.3712
H -1.3092 -0.0367 7.6944
```

Properties
**Charge**: 0
**DFT total energy**: -2858.13141 Eh
**SMILES**: C[C@@H](O)C[C@@H]1OS(=O)(=O)O[C@H]1[PH2]=O.C[N+](=O)[O-].C[N+](=O)[O-].C[N+](=O)[O-].C[N+](=O)[O-].C[N+](=O)[O-].C[N+](=O)[O-]

This record from the OMol25 dataset describes one molecule with the formula C9H10FN at a distorted geometry. The level of theory is ωB97M-V/def2-TZVPD.

XYZ file:
```
21
C9H10FN (ωB97M-V/def2-TZVPD)
C 3.3564 -0.6146 -0.2340
C 2.4989 -1.2433 -1.1334
C 2.8106 0.2153 0.7264
C 1.1557 -1.2216 -0.9154
C 1.5034 0.5119 0.7083
C 0.6370 -0.2805 0.0018
C -0.8747 -0.1846 0.1346
C -1.7746 -0.3570 -1.0035
C -3.0909 0.3612 -1.1409
N -1.6363 -1.4398 -0.0082
F -2.7016 -1.4675 0.8933
H 4.3638 -0.8409 -0.2804
H 2.9041 -1.9504 -1.7724
H 3.4876 0.9061 1.2020
H 0.4378 -1.7063 -1.6675
H 0.9786 1.0547 1.5774
H -1.1006 0.5611 0.9083
H -1.4717 -0.8551 -2.0087
H -3.6096 0.5030 -0.2628
H -3.8066 -0.1309 -1.9050
H -2.8500 1.4539 -1.4315
```

Properties
**Charge**: 0
**Energy relative to the best compared isomer or geometry (same formula, charge and spin)**: 80.04 kcal per mole
**SMILES**: C[C@H]1[C@H](c2ccccc2)N1F

This record from the OMol25 dataset describes a 3-piece molecular cluster, C3H12NO2 overall at a distorted geometry. The level of theory is ωB97M-V/def2-TZVPD.

XYZ file:
```
18
C3H12NO2 (ωB97M-V/def2-TZVPD)
C 2.0523 1.7780 0.3258
C 0.9094 0.9334 0.6913
C 0.6768 0.0242 1.6542
N -0.6576 -0.5158 1.7633
H 1.6943 2.6400 -0.3053
H 2.4742 2.3208 1.0948
H 2.8439 1.0200 -0.2300
H 0.0844 1.0363 0.0794
H 1.3339 -0.3126 2.3727
H -1.1140 0.4525 2.1723
H -1.1015 -0.8240 0.7889
H -0.8500 -1.2994 2.3989
H -1.4240 -0.8222 -1.6492
H -2.7484 -0.2408 -1.0897
O -1.9098 -0.5608 -0.7859
H -1.4118 -2.1843 -3.4771
H 0.0183 -1.6115 -3.0496
O -0.8706 -1.8339 -2.7547
```

Properties
**Charge**: +1
**Energy relative to the best compared isomer or geometry (same formula, charge and spin)**: 48.70 kcal per mole

This record from the OMol25 dataset describes an isolated ion of composition C6H18N6 and charge +2 at a distorted geometry. The level of theory is ωB97M-V/def2-TZVPD.

XYZ file:
```
30
C6H18N6 (ωB97M-V/def2-TZVPD)
C 0.1123 0.9042 -1.4694
C 0.1728 1.5854 -0.1105
C -0.1794 3.0894 0.0307
C -0.9372 -1.7945 0.1129
C -0.3113 -0.7330 0.9999
C 0.2180 -2.7719 -0.1260
N 1.2822 -0.0214 -1.5445
N 2.0107 0.2077 -0.5377
N 1.5683 1.2220 0.2125
N -0.7799 0.6399 0.7539
N 0.8784 -2.4885 -1.4404
N -1.4297 1.2415 1.8561
H -0.8345 0.2794 -1.8135
H 0.3204 1.7686 -2.1543
H -1.0900 3.1895 -0.6730
H 0.6002 3.7358 -0.2923
H -0.4437 3.3858 1.0359
H -1.3801 -1.3311 -0.7152
H -1.7815 -2.1806 0.6042
H -0.3886 -1.1229 2.0288
H 0.8119 -0.8725 0.8485
H 1.0281 -2.5860 0.6053
H -0.0413 -3.8132 -0.1724
H 2.3391 1.6079 0.7683
H 1.7368 -2.9896 -1.2983
H 0.9524 -1.4228 -1.6523
H 0.4680 -2.9652 -2.2263
H -1.8000 2.1284 1.4929
H -2.2635 0.7300 2.1581
H -0.8389 1.3777 2.7179
```

Properties
**Charge**: +2
**Energy relative to the best compared isomer or geometry (same formula, charge and spin)**: 25.49 kcal per mole
**SMILES**: C[C@@]1(N([NH3+])CCC[NH3+])CN=NN1

This record from the OMol25 dataset describes C9H23INbO as an isolated structure at a distorted geometry. The level of theory is ωB97M-V/def2-TZVPD.

XYZ file:
```
35
C9H23INbO (ωB97M-V/def2-TZVPD)
C -3.2964 2.8578 -0.7752
C -3.6012 1.4804 -0.2381
I -5.7974 1.2354 -0.5234
C -2.8841 0.2858 -0.8639
Nb -0.8480 0.5198 -1.8807
O 0.0456 -1.0566 -0.8660
C -0.0554 -0.9365 0.5395
C 1.2942 -1.1390 1.2766
C 1.3138 -0.1928 2.4697
C 2.4778 -0.9855 0.3188
C 3.7879 -0.5940 1.0054
C 2.6892 -2.3232 -0.4137
H -2.3173 3.1746 -0.4400
H -4.0153 3.5635 -0.3662
H -3.3773 2.8973 -1.8532
H -3.5079 1.4841 0.8390
H -2.7991 -0.4764 -0.0920
H -3.5399 -0.1308 -1.6179
H -0.4579 1.7764 -0.5989
H 0.7812 0.8785 -2.6780
H -1.3793 -0.6542 -3.1975
H -1.4648 1.7931 -3.0046
H -0.7768 -1.6843 0.8762
H -0.4664 0.0295 0.8389
H 1.2950 -2.1647 1.6392
H 1.3837 0.8375 2.1385
H 0.3978 -0.3232 3.0392
H 2.1329 -0.4455 3.1333
H 2.2756 -0.2535 -0.4537
H 4.3084 -1.4500 1.4198
H 3.6728 0.1674 1.7680
H 4.4552 -0.1756 0.2551
H 1.7488 -2.8210 -0.6001
H 3.2696 -2.9774 0.2364
H 3.2552 -2.1968 -1.3307
```

Properties
**Charge**: -1
**Energy relative to the best compared isomer or geometry (same formula, charge and spin)**: 21.41 kcal per mole

This record from the OMol25 dataset describes one molecule with the formula C5H8O at a distorted geometry. The level of theory is ωB97M-V/def2-TZVPD.

XYZ file:
```
14
C5H8O (ωB97M-V/def2-TZVPD)
O -1.5732 1.4916 0.5176
C -1.0695 0.4902 -0.3483
C -0.2407 -0.5152 0.4924
C 0.7805 -1.2948 -0.4074
C 1.9100 -0.3276 -0.3746
C 1.9048 0.6141 0.4033
H -2.1719 2.0576 0.0149
H -0.4899 0.9349 -1.1764
H -1.9072 -0.0584 -0.8228
H -0.9415 -1.0955 1.0796
H 0.4668 -0.1141 1.2815
H 1.0739 -2.2439 0.0472
H 0.4262 -1.5154 -1.4215
H 1.8278 1.5829 0.8338
```

Properties
**Charge**: 0
**Energy relative to the best compared isomer or geometry (same formula, charge and spin)**: 98.83 kcal per mole
**SMILES**: C#CCCCO